Computed, not measured: a 2-piece molecular cluster, C3H4NO overall at a distorted geometry, with ωB97M-V with the def2-TZVPD basis set.

```
9
Properties=species:S:1:pos:R:3:mulliken_charge:R:1
C -0.45463 0.55980 0.85929 0.199
C 1.13762 0.19750 -0.52375 -0.100
C -0.77744 -0.66638 0.02352 -0.273
N 0.43744 -0.79499 -0.73026 -0.228
O 0.72613 0.93545 0.58269 -0.153
H -1.06528 1.11092 1.50213 0.432
H 2.57922 0.55809 -1.39500 0.464
H -1.14147 -1.60545 0.45732 0.352
H -1.44158 -0.29495 -0.77595 0.307
```

**LUMO**: -6.8 eV
**Molecular weight**: 70.07 g/mol
**ΔE to the lowest compared entry with this formula, charge and spin**: 88.4 kcal/mol
**Frontier orbital gap**: 9.8 eV
**HOMO level**: -16.54 eV
**Max |F|**: 0.1241 Eh/bohr
**Net charge**: +1

Computed, not measured: C5H11NO as an isolated structure, with ωB97M-V with the def2-TZVPD basis set.

```
18
Properties=species:S:1:pos:R:3:mulliken_charge:R:1
C 1.36551 -0.32270 0.97152 -1.223
C -0.66541 0.22080 1.40777 -0.721
N -1.11180 0.53273 0.19903 -0.024
C -1.80799 -0.52611 -0.51935 -0.970
C 0.44110 0.94637 -0.18966 0.839
O 0.76025 2.08771 0.08829 -0.663
C 0.74727 0.26976 -1.52093 -1.274
H 1.53217 -0.14421 2.03964 0.363
H 2.30244 -0.04036 0.47447 0.426
H 1.17099 -1.38931 0.81703 0.302
H -0.28348 1.03973 2.00462 0.476
H -0.96623 -0.69956 1.91431 0.358
H -2.82428 -0.58279 -0.12071 0.339
H -1.87408 -0.27350 -1.58051 0.309
H -1.33228 -1.51702 -0.42328 0.377
H 1.80890 0.45246 -1.70011 0.388
H 0.17689 0.74996 -2.32357 0.366
H 0.56003 -0.80394 -1.53856 0.331
```

**LUMO**: 0.4 eV
**Molecular weight**: 101.15 g/mol
**ΔE to the lowest compared entry with this formula, charge and spin**: 113.8 kcal/mol
**Frontier orbital gap**: 8.7 eV
**HOMO level**: -8.28 eV
**Max |F|**: 0.0116 Eh/bohr

Computed, not measured: a 2-piece molecular cluster, C15H25O3P overall at a distorted geometry, with ωB97M-V with the def2-TZVPD basis set.

```
44
Properties=species:S:1:pos:R:3:mulliken_charge:R:1
C 6.65236 2.01079 1.73460 -0.904
C 5.53264 2.11608 0.50256 0.467
C 5.69657 3.05193 -0.83355 -0.464
C 4.52355 3.09766 -2.02492 -0.441
C 3.14503 2.18055 -1.78808 -0.380
C 2.96027 1.23040 -0.44913 0.387
C 1.65878 0.27770 -0.12581 -0.554
P 0.24832 0.38534 -1.41054 -0.017
C -0.84720 1.86786 -0.90752 -0.577
C -2.39050 1.38956 -0.62763 -0.244
C -3.34100 2.56397 0.03412 0.451
O -2.84566 3.63885 0.69824 -0.550
O -4.83420 2.50685 -0.03353 -0.471
C 4.18004 1.19207 0.69393 -0.458
H 6.76799 0.86479 2.04793 0.267
H 6.16987 2.55130 2.68022 0.247
H 7.66602 2.48530 1.39274 0.300
H 6.68582 3.69927 -0.96683 0.224
H 4.65707 3.78555 -2.99130 0.269
H 2.28500 2.19259 -2.61568 0.177
H 2.02924 -0.83208 0.04860 0.397
H 1.23914 0.63211 0.93402 0.330
H -0.56183 -0.79699 -1.17376 -0.094
H -0.41221 2.39572 0.04244 0.350
H -0.88093 2.66996 -1.76357 0.379
H -2.35443 0.46265 0.12169 0.041
H -2.84976 1.04979 -1.65567 0.323
H -5.20836 3.44098 0.06508 0.355
H 4.05371 0.48070 1.64441 0.182
C -4.26148 -4.50475 -0.82163 -1.133
C -3.02799 -3.61764 -0.82810 -0.353
O -3.20122 -2.39583 -0.11461 -0.332
C -3.50234 -2.50613 1.27519 -0.302
C -2.42360 -3.21501 2.07549 -1.061
H -5.13186 -3.95747 -1.19796 0.296
H -4.10015 -5.38581 -1.44948 0.394
H -4.50356 -4.85165 0.18723 0.264
H -2.79892 -3.34349 -1.86350 0.313
H -2.15408 -4.15636 -0.45020 0.354
H -4.47842 -2.98392 1.41491 0.319
H -3.60248 -1.48274 1.65275 0.333
H -2.31890 -4.26056 1.77594 0.269
H -2.66734 -3.19846 3.14258 0.398
H -1.45301 -2.73141 1.92833 0.249
```

**LUMO**: 0.2 eV
**Molecular weight**: 284.34 g/mol
**ΔE to the lowest compared entry with this formula, charge and spin**: 265.9 kcal/mol
**Frontier orbital gap**: 8.5 eV
**HOMO level**: -8.28 eV
**Max |F|**: 0.1674 Eh/bohr

Computed, not measured: a 2-piece molecular cluster, C4H9NO overall at a distorted geometry, with ωB97M-V with the def2-TZVPD basis set.

```
15
Properties=species:S:1:pos:R:3:mulliken_charge:R:1
O -0.75643 -0.21019 -1.10541 -0.493
C -0.34234 -0.17535 0.01614 0.027
C 0.03228 1.38537 0.70821 -0.204
C 1.10871 0.47479 0.23555 0.058
C 1.82497 -0.35660 1.25868 -1.271
N 0.00116 1.52748 2.00090 -0.638
H -0.76733 -0.88293 0.74606 0.446
H -0.27986 2.18129 0.03739 0.428
H -3.83303 -2.49421 -4.80567 -0.007
H 1.61243 0.74207 -0.68760 0.414
H 1.18465 -0.38796 2.14421 0.347
H 2.07229 -1.32224 0.83389 0.347
H 2.69353 0.17100 1.65877 0.336
H -3.60329 -2.18550 -5.44497 0.007
H -0.94774 1.53297 2.40385 0.203
```

**LUMO**: -0.9 eV
**Molecular weight**: 87.12 g/mol
**ΔE to the lowest compared entry with this formula, charge and spin**: 126.0 kcal/mol
**Frontier orbital gap**: 8.3 eV
**HOMO level**: -9.18 eV
**Max |F|**: 0.1142 Eh/bohr

Computed, not measured: a 8-piece molecular cluster, C11H34O10 overall at a distorted geometry, with ωB97M-V with the def2-TZVPD basis set.

```
55
Properties=species:S:1:pos:R:3:mulliken_charge:R:1
C -1.34134 1.34313 6.84699 -0.440
O -2.43297 2.08067 6.41263 -0.496
H -1.61383 1.10354 7.87482 0.216
H -1.34072 0.42083 6.26606 0.175
H -0.43018 1.91915 6.68548 0.240
H -2.26279 2.99744 6.64102 0.304
C -1.85764 4.29941 -5.33139 -0.513
O -2.16075 5.16804 -4.25572 -0.494
H -1.17563 4.76293 -6.04420 0.244
H -1.51937 3.30883 -5.02736 0.239
H -2.73753 4.11014 -5.94627 0.221
H -1.37101 5.62599 -3.95876 0.303
C -7.52270 -1.63191 -2.11907 -0.429
O -8.18850 -0.53338 -1.52031 -0.506
H -6.51592 -1.76936 -1.72460 0.194
H -8.15176 -2.50356 -1.93850 0.206
H -7.40269 -1.36958 -3.17020 0.229
H -8.78664 -0.12397 -2.14977 0.307
C -5.85913 4.33375 1.57412 -0.573
O -6.13056 4.21670 0.19484 -0.471
H -6.43710 5.16216 1.98372 0.230
H -6.19029 3.45637 2.12967 0.267
H -4.81055 4.45560 1.84568 0.219
H -6.66070 3.41645 0.20669 0.328
C 4.91725 -1.17330 5.99795 -0.442
O 5.46550 -0.52736 7.16175 -0.519
H 5.76388 -1.32132 5.32757 0.226
H 4.43533 -2.13640 6.16617 0.218
H 4.18982 -0.48571 5.56648 0.216
H 5.93989 0.27832 6.94396 0.301
C 1.50026 -8.20532 1.67303 -0.462
O 0.06678 -8.18124 1.63426 -0.514
H 2.03875 -7.74796 0.84301 0.227
H 1.84542 -7.63923 2.53819 0.224
H 1.75378 -9.26237 1.75358 0.219
H -0.29704 -8.82804 2.24327 0.306
C -0.65095 -1.12686 0.85054 -0.487
O -1.23392 -2.24078 0.14331 -0.494
H -1.38826 -0.57130 1.43004 0.249
H 0.20100 -1.48828 1.42645 0.234
H -0.40404 -0.39718 0.07938 0.198
H -1.58322 -2.75964 0.87158 0.300
C 5.14409 2.20642 -5.22676 -1.309
C 4.83480 0.87697 -4.41809 0.443
C 5.55758 -0.25138 -4.97800 -0.543
O 6.11716 -0.94824 -3.87426 -0.310
C 6.06976 -0.17717 -2.82677 0.687
O 6.58669 -0.39127 -1.74348 -0.569
O 5.38013 0.94905 -3.13673 -0.364
H 4.51505 2.28965 -6.11304 0.361
H 6.14262 2.15991 -5.66134 0.342
H 5.05056 3.16723 -4.72061 0.336
H 3.78887 0.59902 -4.28819 0.327
H 6.34445 -0.02284 -5.69682 0.310
H 4.80839 -0.89273 -5.44219 0.288
```

**LUMO**: 0.4 eV
**Molecular weight**: 326.38 g/mol
**ΔE to the lowest compared entry with this formula, charge and spin**: 74.8 kcal/mol
**Frontier orbital gap**: 10.6 eV
**HOMO level**: -10.21 eV
**Max |F|**: 0.0673 Eh/bohr

Computed, not measured: a 10-piece molecular cluster, C22H41BrO38S10 overall at a distorted geometry, with ωB97M-V with the def2-TZVPD basis set.

```
112
Properties=species:S:1:pos:R:3:mulliken_charge:R:1
O 3.19382 0.47138 5.24106 -0.596
C 2.85715 -0.66844 5.23997 0.222
C 3.44807 -1.83867 4.48131 0.167
C 2.15543 -2.57112 4.02797 -0.304
Br 2.27442 -4.42832 4.61808 -0.193
C 1.03292 -1.87508 4.86929 -0.277
S 0.01700 -0.79051 3.83478 -0.150
O 1.73698 -1.15277 5.87961 -0.249
H 3.97946 -1.38340 3.64520 0.042
H 4.15471 -2.44639 5.03313 0.160
H 2.12409 -2.43084 2.95383 0.490
H 0.42797 -2.65121 5.32145 0.546
H -1.21018 -1.25270 4.09787 0.148
C 0.00958 1.86867 -0.15630 -0.331
C -0.85518 2.99392 0.37461 -0.438
O -2.18853 2.46130 0.32256 -0.358
S -2.14285 0.88077 0.58690 1.162
O -2.43956 0.62967 1.95403 -0.608
O -2.86575 0.24815 -0.45674 -0.557
O -0.58411 0.67951 0.37256 -0.158
H -0.02388 1.80912 -1.24625 0.227
H 1.04244 1.94426 0.17227 0.385
H -0.79290 3.89957 -0.22237 0.372
H -0.61843 3.22393 1.41524 0.293
C -1.31497 -2.91617 -3.76918 -0.230
C -0.08748 -2.41601 -4.50400 -0.197
O 0.56152 -1.55587 -3.55363 -0.373
S 0.32497 -2.10885 -2.07110 0.864
O 1.45297 -2.86704 -1.66287 -0.517
O -0.17104 -1.04195 -1.27497 -0.276
O -0.85904 -3.11664 -2.41922 -0.352
H -2.10930 -2.16861 -3.75812 0.300
H -1.70007 -3.84449 -4.17385 0.333
H -0.32481 -1.85778 -5.40418 0.138
H 0.59372 -3.23374 -4.74960 0.279
C -5.79964 3.71286 -2.21129 -0.371
C -4.86513 4.14407 -1.10329 0.014
O -4.03926 5.14946 -1.70597 -0.207
S -4.87685 5.96319 -2.79643 0.982
O -5.36478 7.16142 -2.21164 -0.589
O -4.14407 5.96473 -4.00652 -0.450
O -6.10325 4.93114 -2.91103 -0.274
H -5.30820 3.02986 -2.90653 0.287
H -6.71283 3.25631 -1.83944 0.364
H -4.24913 3.33157 -0.73034 -0.007
H -5.41235 4.59784 -0.27416 0.275
C -8.83088 4.25850 -5.63638 -0.202
C -9.70809 5.36970 -5.10163 -0.282
O -11.03716 4.83168 -5.17964 -0.327
S -10.99983 3.25431 -4.92511 1.104
O -11.31106 2.98478 -3.56757 -0.531
O -11.69589 2.61571 -5.98183 -0.535
O -9.42453 3.05734 -5.12313 -0.298
H -8.85401 4.21688 -6.72674 0.282
H -7.80204 4.34336 -5.29611 0.217
H -9.63892 6.28234 -5.68582 0.321
H -9.48454 5.58897 -4.05588 0.259
C 6.84092 -3.68604 8.64302 -0.388
C 5.72575 -2.67434 8.80505 -0.083
O 4.94481 -2.82489 7.61093 -0.267
S 4.97262 -4.34055 7.12856 1.135
O 3.80383 -5.00095 7.58392 -0.606
O 5.35416 -4.34761 5.75933 -0.455
O 6.20770 -4.82199 8.01985 -0.345
H 7.61782 -3.31874 7.97072 0.300
H 7.28780 -3.97875 9.58838 0.329
H 6.08488 -1.65359 8.89006 0.160
H 5.08762 -2.90820 9.65966 0.251
C 4.52348 -5.67034 1.00064 -0.350
C 5.50391 -5.44990 2.13207 -0.014
O 6.35273 -4.38904 1.66240 -0.297
S 5.50686 -3.39587 0.74086 1.041
O 5.07753 -2.28289 1.51273 -0.503
O 6.20506 -3.21537 -0.47942 -0.576
O 4.24901 -4.35084 0.50970 -0.223
H 4.96531 -6.25542 0.19156 0.290
H 3.60205 -6.14260 1.32989 0.336
H 6.09527 -6.33303 2.35523 0.315
H 4.99957 -5.10700 3.03530 -0.027
C 1.33319 5.19240 -5.41750 -0.308
C 0.69791 4.47900 -6.59308 -0.333
O -0.70154 4.48477 -6.29162 -0.303
S -1.08308 5.82091 -5.48971 1.070
O -1.58908 6.78330 -6.39939 -0.593
O -1.79831 5.45374 -4.32605 -0.344
O 0.41673 6.24586 -5.10269 -0.332
H 1.41928 4.53565 -4.54932 0.249
H 2.30777 5.60965 -5.65567 0.307
H 1.04788 3.45708 -6.70801 0.313
H 0.85401 5.02625 -7.52509 0.283
C -1.29440 -4.71673 -9.58087 -0.358
C -0.39238 -5.17450 -8.45307 -0.313
O -0.24142 -4.00397 -7.63307 -0.247
S -1.58362 -3.13750 -7.67730 1.077
O -2.37005 -3.44685 -6.53548 -0.514
O -1.23717 -1.80006 -7.99245 -0.538
O -2.24083 -3.84294 -8.94436 -0.294
H -0.74532 -4.14355 -10.32935 0.297
H -1.81685 -5.53807 -10.06239 0.309
H 0.57981 -5.51391 -8.79738 0.301
H -0.86222 -5.95689 -7.85446 0.291
C 3.32935 1.69255 9.03716 -0.238
C 2.86507 0.88075 10.22888 -0.364
O 4.06302 0.23968 10.70156 -0.313
S 5.31892 1.19767 10.45744 1.094
O 5.62713 1.90279 11.64672 -0.541
O 6.30684 0.44283 9.76948 -0.556
O 4.61627 2.19779 9.43724 -0.306
H 3.46168 1.07125 8.14971 0.223
H 2.66480 2.51877 8.80349 0.321
H 2.12246 0.13312 9.96659 0.342
H 2.47882 1.51749 11.02670 0.300
```

**LUMO**: 0.1 eV
**Molecular weight**: 1314.11 g/mol
**ΔE to the lowest compared entry with this formula, charge and spin**: 0.0 kcal/mol
**Frontier orbital gap**: 9.5 eV
**HOMO level**: -9.43 eV
**Max |F|**: 0.0342 Eh/bohr